Entry 1:
Here is a structure of composition C30H26N7RuS from OMol25. Energies are from ωB97M-V with the def2-TZVPD basis set.

Geometry (Å):
Ru (-0.34121, 0.39379, -0.48726)
C (3.15478, -4.14360, -4.46635)
C (2.56716, -2.95240, -3.80066)
C (3.23583, -1.70824, -3.85326)
C (2.72250, -0.62454, -3.21515)
C (1.49617, -0.70232, -2.49560)
N (1.00059, 0.35140, -1.82349)
C (1.58363, 1.62853, -1.70799)
C (2.91005, 1.84401, -1.31678)
C (3.38371, 3.12880, -1.16193)
C (2.56554, 4.24427, -1.38331)
C (3.09290, 5.63136, -1.20115)
C (1.22836, 4.02750, -1.72616)
C (0.73062, 2.74879, -1.87101)
N (-0.63423, 2.56380, -2.24659)
C (-1.40022, 3.23831, -3.12255)
C (-2.67252, 2.70337, -3.07425)
C (-2.61766, 1.68915, -2.12486)
N (-1.38303, 1.62056, -1.61480)
C (0.75793, -1.93820, -2.53324)
C (1.33313, -3.03112, -3.14212)
N (-0.56123, -2.07517, -2.03151)
C (-1.43784, -3.06064, -2.37429)
C (-2.55355, -2.95032, -1.59066)
C (-2.30975, -1.85665, -0.76118)
N (-1.11425, -1.33104, -1.02470)
H (4.22572, -4.21056, -4.26954)
H (3.04921, -4.03196, -5.55176)
H (2.66906, -5.07059, -4.17201)
H (4.16696, -1.62958, -4.39999)
H (3.23248, 0.32688, -3.26214)
H (3.55427, 0.99722, -1.11717)
H (4.41142, 3.28083, -0.85605)
H (4.15728, 5.67970, -1.42341)
H (2.96110, 5.94396, -0.16156)
H (2.56633, 6.34642, -1.83067)
H (0.56824, 4.87486, -1.87125)
H (-0.99328, 4.04132, -3.71735)
H (-3.52769, 3.01504, -3.64955)
H (-3.39176, 1.02184, -1.78207)
H (0.84198, -3.99341, -3.11514)
H (-1.21822, -3.76146, -3.16114)
H (-3.43245, -3.57191, -1.61648)
H (-2.93216, -1.41613, 0.00170)
S (-2.59590, 0.55404, 5.69104)
C (-2.03234, 0.44689, 4.06737)
C (-1.32739, -0.64421, 3.52593)
C (-0.95209, -0.61087, 2.21194)
N (-1.21765, 0.43522, 1.38486)
C (-1.87442, 1.49846, 1.91168)
C (-2.29587, 1.53575, 3.20889)
C (-2.08204, -1.00851, 6.37414)
C (-0.82580, -1.13817, 6.94185)
C (-0.48467, -2.37900, 7.47102)
N (-1.30751, -3.42158, 7.45251)
C (-2.51760, -3.27586, 6.92834)
C (-2.96056, -2.07895, 6.37122)
H (-1.08338, -1.50560, 4.13170)
H (-0.41669, -1.45041, 1.78054)
H (-2.06351, 2.33077, 1.24604)
H (-2.83022, 2.40470, 3.56956)
H (-0.13463, -0.30690, 6.98852)
H (0.48582, -2.53274, 7.92700)
H (-3.16886, -4.14125, 6.95529)
H (-3.96059, -1.99364, 5.96702)

Values from the calculation:
Total charge: +3
HOMO (spin up / spin down) (Eh): -0.5705 / -0.5705
LUMO energy (spin up / spin down) (eV): -11.66 / -11.66

---

Entry 2:
Here is a structure of composition C3H5CdLiO3 from OMol25. Energies are from ωB97M-V with the def2-TZVPD basis set.

Geometry (Å):
H (0.44423, 0.43358, 0.86742)
O (-0.48402, 0.11627, 1.11424)
C (-1.27392, 1.41097, 1.11435)
C (-0.29754, 2.51415, 1.26075)
C (1.37285, -0.25114, -2.71639)
O (0.54936, -0.40647, -1.90589)
O (2.18400, -0.09393, -3.51382)
Cd (-0.50713, -1.08718, 2.70773)
Li (-1.07492, -0.80402, -0.92259)
H (-1.96849, 1.34838, 1.96069)
H (-1.80209, 1.44541, 0.15536)
H (0.49225, 2.43461, 2.00798)
H (-0.49757, 3.46831, 0.77420)

Values from the calculation:
Total charge: +3
Energy relative to the best compared isomer or geometry (same formula, charge and spin) (kcal/mol): 0.00
HOMO (spin up / spin down) (Eh): -0.7880 / -0.8655
LUMO energy (spin up / spin down) (eV): -16.88 / -16.65
⟨S²⟩: 0.755
2S+1: 2

---

Entry 3:
Here is a structure of composition FSr3 from OMol25. Energies are from ωB97M-V with the def2-TZVPD basis set.

Geometry (Å):
Sr (1.05261, 0.81852, 1.76663)
Sr (-1.25362, -2.26685, 0.27166)
Sr (1.02551, 0.88927, -2.14139)
F (-0.82450, 0.55906, 0.10310)

Values from the calculation:
Total charge: +5
Energy relative to the best compared isomer or geometry (same formula, charge and spin) (kcal/mol): 68.41
HOMO (Eh): -1.2370
LUMO energy (eV): -22.07

---

Entry 4:
Here is a cluster of 24 separate species, C17H82O24 in total from OMol25. Energies are from ωB97M-V with the def2-TZVPD basis set.

Geometry (Å):
C (-0.65437, -1.96138, -3.70414)
O (-1.02183, -0.64048, -3.24724)
H (0.41222, -2.20955, -3.98631)
H (-0.99585, -2.63314, -2.94021)
H (-1.17527, -2.14084, -4.64976)
H (-0.25152, -0.03642, -3.42376)
C (5.95221, 1.02803, -2.56724)
O (5.29797, 1.50835, -1.41114)
H (6.98820, 1.28729, -2.63354)
H (5.86512, -0.05322, -2.69100)
H (5.47013, 1.38374, -3.47894)
H (4.41307, 1.08427, -1.38720)
C (-0.63621, 4.31795, -1.48338)
O (0.43856, 3.45825, -1.63001)
H (-0.42374, 5.06070, -0.73193)
H (-0.94621, 4.81751, -2.42816)
H (-1.38742, 3.67718, -0.99709)
H (1.23903, 3.96081, -1.73045)
C (3.57880, -0.08665, 3.95279)
O (3.40620, -0.17435, 2.52677)
H (2.80000, 0.53594, 4.42909)
H (3.57748, -1.07389, 4.30211)
H (4.57783, 0.33121, 4.13813)
H (3.98579, 0.52267, 2.15304)
C (3.82223, 4.92762, -2.76987)
O (3.27580, 3.65351, -2.60441)
H (3.00129, 5.60187, -2.79879)
H (4.48834, 5.18814, -1.95334)
H (4.29643, 4.98982, -3.74414)
H (3.70232, 3.13608, -1.92687)
C (-2.00228, -1.55510, 4.48820)
O (-1.82455, -1.51984, 3.05471)
H (-2.80936, -0.81462, 4.70888)
H (-2.33451, -2.50480, 4.88403)
H (-1.04557, -1.23047, 4.85653)
H (-2.65468, -1.10803, 2.73932)
C (-5.51912, -0.27908, 1.95169)
O (-4.13919, -0.62987, 1.67252)
H (-5.94191, 0.48708, 1.30178)
H (-6.12208, -1.17834, 1.93140)
H (-5.60900, 0.06940, 2.99834)
H (-3.91620, 0.20898, 1.23588)
C (1.90016, -3.97463, 3.15453)
O (1.80762, -5.35904, 3.06648)
H (2.92350, -3.62420, 2.97682)
H (1.29530, -3.45917, 2.38104)
H (1.62273, -3.65285, 4.14356)
H (2.25578, -5.76417, 2.29869)
C (1.80236, 3.00690, 4.08404)
O (1.41308, 4.31194, 3.75933)
H (2.85049, 2.78296, 3.86375)
H (1.64852, 2.82828, 5.20314)
H (1.17487, 2.24372, 3.63385)
H (0.86242, 4.25589, 2.98338)
C (-4.81260, 3.33715, 0.88342)
O (-3.95074, 2.32757, 1.28102)
H (-4.48342, 3.63263, -0.16559)
H (-5.83811, 2.97942, 0.91955)
H (-4.79693, 4.16163, 1.61519)
H (-3.11439, 2.72049, 1.56545)
C (1.43134, 1.51411, -4.67300)
O (0.84210, 1.42153, -3.40817)
H (0.71879, 1.21653, -5.51480)
H (1.82814, 2.47229, -4.89614)
H (2.38184, 0.93085, -4.65381)
H (0.59552, 2.28397, -3.00556)
C (-4.53753, -1.84406, -4.23010)
O (-5.89731, -2.10691, -4.49804)
H (-3.98526, -1.78632, -5.15646)
H (-4.46794, -0.84297, -3.82524)
H (-3.96927, -2.49835, -3.57874)
H (-6.10007, -2.90709, -3.98177)
C (6.84070, 2.72956, 1.36853)
O (5.75570, 1.82102, 1.28920)
H (6.53920, 3.78407, 1.16995)
H (7.18148, 2.71956, 2.38263)
H (7.66520, 2.44523, 0.67579)
H (5.60860, 1.63706, 0.36483)
C (1.95318, -2.53082, -0.43942)
O (2.24613, -2.41120, -1.91371)
H (0.97808, -2.08673, -0.41405)
H (1.85271, -3.56670, -0.27118)
H (2.66918, -1.97299, 0.16884)
H (1.92597, -3.20471, -2.33409)
C (-1.91681, 2.51241, 3.55652)
O (-1.98323, 3.50625, 2.49397)
H (-2.91101, 2.04170, 3.74825)
H (-1.28376, 1.65904, 3.23936)
H (-1.49709, 2.88625, 4.49255)
H (-1.15906, 3.35145, 1.98885)
C (-1.94392, 0.25960, -0.49924)
O (-1.86698, 1.38846, -1.34383)
H (-2.60521, -0.61414, -0.84702)
H (-0.91918, -0.16086, -0.28130)
H (-2.41464, 0.58924, 0.43142)
H (-1.88129, 1.03951, -2.24044)
C (-0.94618, -6.96640, -0.13915)
O (-0.28487, -5.70830, -0.32614)
H (-0.20524, -7.71062, -0.35090)
H (-1.26874, -6.92145, 0.88593)
H (-1.77144, -7.11969, -0.83247)
H (-0.46321, -5.08975, 0.38162)
O (0.66205, 0.20150, 2.34908)
H (1.63336, 0.03220, 2.22633)
H (0.27533, -0.62171, 1.97549)
O (0.20584, 2.63497, 1.03872)
H (0.31032, 2.61930, 0.04897)
H (0.27799, 1.69525, 1.27168)
O (-1.94141, -3.81482, 1.36143)
H (-2.57556, -3.78592, 0.64136)
H (-1.85828, -2.95452, 1.79763)
O (0.97551, -4.67416, -2.59141)
H (0.53226, -5.07047, -1.82247)
H (1.07901, -5.23365, -3.37498)
O (2.75886, 0.45102, -1.71356)
H (2.66318, -0.52100, -1.62775)
H (1.98344, 0.76912, -2.28204)
O (-6.06184, -0.64765, -1.42430)
H (-6.05373, -0.57347, -2.36307)
H (-5.92833, 0.28542, -1.14203)
O (-4.89221, -3.16776, -1.40772)
H (-5.12858, -2.22254, -1.20444)
H (-5.39059, -3.72156, -0.79439)

Values from the calculation:
HOMO (Eh): -0.3632
LUMO energy (eV): 0.43

---

Entry 5:
Here is a structure of composition C4H12N3O from OMol25. Energies are from ωB97M-V with the def2-TZVPD basis set.

Geometry (Å):
C (-0.23639, 1.45996, -1.00337)
N (-1.48722, -0.27711, 1.52875)
C (-2.27841, -0.36492, 0.26528)
O (-2.96664, 0.73010, -0.12683)
C (0.54189, 0.25224, -1.21874)
N (1.92393, 0.11286, -0.83584)
C (2.01987, -0.87781, 0.33339)
N (1.22638, -0.47478, 1.44746)
H (-1.17219, 1.64061, -1.49387)
H (0.33352, 2.35646, -0.61666)
H (-1.76271, 0.60411, 1.86520)
H (-1.56606, -0.71553, -0.52938)
H (-2.92037, -1.24940, 0.40963)
H (-0.36899, 0.43576, -0.18178)
H (0.09446, -0.50218, -1.93215)
H (2.45741, -0.29013, -1.66385)
H (1.67261, -1.86585, -0.11297)
H (3.09978, -1.06024, 0.51390)
H (-0.39373, -0.19992, 1.40048)
H (1.78286, 0.28575, 1.95137)

Values from the calculation:
Total charge: -1
Energy relative to the best compared isomer or geometry (same formula, charge and spin) (kcal/mol): 171.70
HOMO (Eh): -0.1079
LUMO energy (eV): 3.07

---

Entry 6:
Here is a structure of composition C3HFHgO2 from OMol25. Energies are from ωB97M-V with the def2-TZVPD basis set.

Geometry (Å):
C (1.36211, 0.00592, -1.25271)
O (2.41091, -0.43546, -1.22000)
O (0.07078, 0.61202, -2.40870)
C (-0.63476, 0.84311, -1.38873)
C (-0.13432, 0.57517, -0.24359)
H (-0.69176, 0.06703, 0.92489)
Hg (-1.23472, -1.30191, 3.70742)
F (-1.14824, -0.36587, 1.88143)

Values from the calculation:
Total charge: +1
Energy relative to the best compared isomer or geometry (same formula, charge and spin) (kcal/mol): 182.77
HOMO (spin up / spin down) (Eh): -0.4839 / -0.4766
LUMO energy (spin up / spin down) (eV): -9.47 / -9.38
⟨S²⟩: 1.348
2S+1: 2

---

Strongest force on any atom, record by record: 0.53 3.82 3.24 3.30 3.26 6.32 eV/Å
Energy, record by record: -55352.7530 -14067.9750 -5158.3914 -68093.4549 -10854.1729 -14095.9688 eV